The following is a quantum chemistry calculation of a cluster of 2 separate species, C3H8Se in total at a distorted geometry, from OMol25.

Values from the calculation:
Structure (SMILES): [SeH2].C=CC
Lowest unoccupied orbital energy (hartree): 0.027
E_tot (Eh): -2520.4362
M (g/mol): 123.06
Total charge: 0
HOMO-LUMO gap (eV): 9.7
Energy relative to the best compared isomer or geometry (same formula, charge and spin) (kJ/mol): 130.2
HOMO energy (eV): -9.00

Atoms and positions in Å:
C -0.717 -0.885 -0.011
C 0.886 0.358 1.475
C -0.484 0.046 0.882
Se 0.298 1.030 -2.266
H -0.044 0.537 -3.844
H -1.619 -1.213 -0.422
H 0.088 -1.531 -0.421
H 1.642 0.583 0.747
H 0.846 1.108 2.266
H 1.127 -0.526 1.889
H -1.383 0.502 1.419
H -0.641 -0.007 -1.713

List of Mulliken charges in e, atom by atom:
1. C -1.27
2. C -0.90
3. C 0.22
4. Se -0.24
5. H 0.07
6. H 0.45
7. H 0.35
8. H 0.26
9. H 0.30
10. H 0.33
11. H 0.22
12. H 0.21


The following is a quantum chemistry calculation of a cluster of 2 separate species, CHCl4P in total at a distorted geometry, from OMol25.

Values from the calculation:
Structure (SMILES): ClP=C(Cl)Cl.Cl
Lowest unoccupied orbital energy (hartree): -0.028
E_tot (Eh): -2220.8070
M (g/mol): 185.81
Total charge: 0
HOMO-LUMO gap (eV): 8.8
Energy relative to the best compared isomer or geometry (same formula, charge and spin) (kJ/mol): 20.2
HOMO energy (eV): -9.53

Atoms and positions in Å:
C -1.435 2.752 1.018
P -1.518 2.864 -0.648
Cl -0.842 -0.362 -1.404
Cl -0.224 3.670 1.809
Cl -2.560 2.033 2.116
Cl -3.279 1.876 -0.850
H -1.940 0.434 -1.323

List of Mulliken charges in e, atom by atom:
1. C 0.45
2. P 0.05
3. Cl -0.25
4. Cl -0.14
5. Cl -0.12
6. Cl -0.25
7. H 0.27


The following is a quantum chemistry calculation of a cluster of 2 separate species, C8H15NOPS2 in total at a distorted geometry, from OMol25.

Values from the calculation:
Lowest unoccupied orbital energy (hartree): -0.193
E_tot (Eh): -1581.2847
M (g/mol): 236.32
Total charge: +1
HOMO-LUMO gap (eV): 6.9
Energy relative to the best compared isomer or geometry (same formula, charge and spin) (kJ/mol): 0.0
HOMO energy (eV): -12.16

Atoms and positions in Å:
C -1.440 -3.564 -0.923
C -0.263 -2.908 -1.388
C -1.480 -3.516 0.429
C 0.438 -2.448 -0.306
C -0.292 -2.800 0.952
C -0.276 4.107 1.519
C -0.927 2.344 -0.049
C -0.242 1.198 -0.795
N 0.125 3.215 0.448
O 0.774 0.666 0.039
P 1.975 -1.606 -0.298
S 3.110 -1.413 1.240
S 2.644 -1.316 -2.235
H -2.164 -4.025 -1.568
H 0.016 -2.808 -2.422
H -2.243 -3.926 1.064
H -0.568 -1.915 1.532
H 0.302 -3.430 1.620
H 0.588 4.688 1.831
H -1.078 4.795 1.227
H -0.623 3.512 2.363
H -1.462 1.942 0.816
H -1.652 2.843 -0.704
H -0.944 0.395 -1.024
H 0.204 1.564 -1.730
H 0.530 3.751 -0.314
H 1.142 1.439 0.510
H 3.805 -0.784 -1.834

List of Mulliken charges in e, atom by atom:
1. C -0.62
2. C -0.02
3. C -0.53
4. C -0.03
5. C -0.71
6. C -0.94
7. C -0.63
8. C -0.47
9. N -0.28
10. O -0.35
11. P 0.89
12. S -0.20
13. S -0.23
14. H 0.47
15. H 0.39
16. H 0.46
17. H 0.31
18. H 0.42
19. H 0.30
20. H 0.32
21. H 0.32
22. H 0.38
23. H 0.38
24. H 0.32
25. H 0.25
26. H 0.17
27. H 0.37
28. H 0.24


The following is a quantum chemistry calculation of an isolated molecule of C4H5N3O3 at a distorted geometry, from OMol25.

Values from the calculation:
Structure (SMILES): N/N=C1\C=CO[C@@H]1ON=O
Lowest unoccupied orbital energy (hartree): 0.008
E_tot (Eh): -545.2274
M (g/mol): 143.10
Total charge: 0
HOMO-LUMO gap (eV): 8.6
Energy relative to the best compared isomer or geometry (same formula, charge and spin) (kJ/mol): 617.2
HOMO energy (eV): -8.40

Atoms and positions in Å:
C -1.353 0.939 -0.366
C -0.660 2.100 -0.281
C 0.876 0.609 0.438
C -0.451 -0.138 0.009
N -1.581 -2.178 -0.244
N -0.526 -1.405 0.119
N 2.918 -0.470 0.353
O 1.969 0.274 -0.317
O 3.804 -0.786 -0.369
O 0.620 2.016 0.143
H -2.262 0.658 -0.699
H -0.788 3.158 -0.459
H 1.148 0.312 1.557
H -1.312 -3.146 -0.181
H -2.401 -1.942 0.297

List of Mulliken charges in e, atom by atom:
1. C -0.55
2. C -0.48
3. C 0.43
4. C 0.33
5. N -0.64
6. N -0.17
7. N 0.12
8. O -0.14
9. O -0.34
10. O -0.37
11. H 0.55
12. H 0.44
13. H 0.35
14. H 0.26
15. H 0.22


The following is a quantum chemistry calculation of a structure of composition C6H5NS at a distorted geometry, from OMol25.

Values from the calculation:
Lowest unoccupied orbital energy (hartree): -0.006
E_tot (Eh): -684.3567
M (g/mol): 123.18
Total charge: 0
HOMO-LUMO gap (eV): 8.9
Energy relative to the best compared isomer or geometry (same formula, charge and spin) (kJ/mol): 458.5
HOMO energy (eV): -9.08

Atoms and positions in Å:
C -0.327 2.168 0.010
C -0.096 -0.521 1.017
C 0.603 -1.059 2.033
C -0.383 -0.957 -0.465
C -0.364 -1.462 -1.476
C 0.044 -1.812 -2.797
H -1.145 2.003 -0.929
H -0.320 3.353 0.447
H 0.930 1.717 -0.462
H 0.632 -0.430 2.978
H 0.897 -2.024 2.096
N 0.363 -2.110 -3.873
S -0.834 1.135 1.422

List of Mulliken charges in e, atom by atom:
1. C -0.69
2. C 0.16
3. C -0.81
4. C -0.30
5. C 0.73
6. C 0.03
7. H 0.25
8. H 0.29
9. H 0.22
10. H 0.24
11. H 0.36
12. N -0.38
13. S -0.09


The following is a quantum chemistry calculation of a cluster of 2 separate species, CH2ClNOS in total at a distorted geometry, from OMol25.

Values from the calculation:
Lowest unoccupied orbital energy (alpha / beta) (hartree): -0.026 / -0.098
E_tot (Eh): -1027.5032
M (g/mol): 111.55
Total charge: 0
HOMO-LUMO gap (alpha / beta) (eV): 10.1 / 6.2
Energy relative to the best compared isomer or geometry (same formula, charge and spin) (kJ/mol): 442.9
HOMO energy (alpha / beta) (eV): -10.78 / -8.88

Atoms and positions in Å:
C 0.075 -0.529 -0.036
N -2.511 1.051 0.060
O -4.722 -0.167 -0.141
S -3.262 -0.209 -0.083
Cl -0.862 -1.888 -0.092
H 0.323 -0.120 0.923
H 0.396 -0.090 -0.960

List of Mulliken charges in e, atom by atom:
1. C -0.52
2. N -0.23
3. O -0.48
4. S 0.61
5. Cl -0.08
6. H 0.35
7. H 0.35


What is the M in the sixth record?
111.55 g/mol


E_tot of number 3 (C8H15NOPS2)?
-1581.2847 Eh